i) 2 unconnected molecules or ions with the total composition CH2O3S. Source: OMol25; level of theory: wB97M-V/def2-TZVPD.

The SMILES is O=CO.O=S. Its HOMO energy (spin up / spin down) is -9.97 / -9.97 eV. As for the LUMO energy (spin up / spin down): -2.16 / -2.18 eV. Its total charge is 0.

Element x y z (Å)
O -0.11 1.57 -0.22
C 0.32 0.52 0.23
O -0.42 -0.52 0.28
H 1.29 0.54 0.66
H -1.25 -0.25 -0.06
O -3.00 -0.34 -0.57
S -4.16 0.11 0.23



ii) CH2O3S in the gas phase. Source: OMol25; level of theory: wB97M-V/def2-TZVPD.

Its HOMO energy is -8.77 eV. As for the LUMO energy: 0.37 eV. Its total charge is 0.

Element x y z (Å)
C 0.77 -0.13 0.02
O -1.28 1.50 0.40
O -0.38 -0.76 0.64
O 1.53 -1.02 -0.38
S -1.44 0.14 -0.41
H -0.69 2.21 -0.05
H 1.49 -1.95 -0.23



Decreasing stability: i), ii)



i) 2 unconnected molecules or ions with the total composition CH2O3S. Source: OMol25; level of theory: wB97M-V/def2-TZVPD.

Its HOMO energy (spin up / spin down) is -9.90 / -9.89 eV. As for the LUMO energy (spin up / spin down): -1.66 / -1.66 eV. Its total charge is 0.

Element x y z (Å)
C -0.54 0.04 -0.53
O 1.66 1.41 -0.29
O 2.01 -0.93 0.37
O -1.24 -1.06 -0.35
S 1.14 0.20 0.29
H -1.04 1.27 0.38
H -1.99 -0.93 0.14



ii) CH2O3S in the gas phase. Source: OMol25; level of theory: wB97M-V/def2-TZVPD.

Its HOMO energy (spin up / spin down) is -6.86 / -7.79 eV. As for the LUMO energy (spin up / spin down): -0.61 / 0.41 eV. Its total charge is 0.

Element x y z (Å)
C -0.41 0.68 0.35
O -0.63 1.59 -0.58
O 1.62 -2.32 -0.15
O 0.18 -0.37 0.00
S 0.52 -1.80 0.65
H -1.01 0.80 1.19
H -0.26 1.42 -1.46



Decreasing stability: ii), i)



i) C2H8N6 in the gas phase. Source: OMol25; level of theory: wB97M-V/def2-TZVPD.

The SMILES is [H]/N=C(/N)NN/C(N)=N/[H]. Its HOMO energy is -8.80 eV. As for the LUMO energy: 0.73 eV. Its total charge is 0.

Element x y z (Å)
H -1.34 2.85 1.52
N -0.96 2.69 0.56
C -0.68 1.52 0.21
N -0.36 1.32 -1.12
N -0.73 0.21 0.86
N -0.80 -1.01 0.03
C 0.42 -1.58 -0.08
N 1.48 -1.04 0.80
N 0.70 -2.45 -1.14
H 1.59 -2.98 -0.95
H -0.06 2.23 -1.76
H -0.33 0.48 -1.60
H -1.34 0.21 1.63
H -1.32 -1.18 -0.81
H 1.40 -0.24 1.46
H 2.33 -1.03 0.38



ii) A molecular structure, C2H8N6. Source: OMol25; level of theory: wB97M-V/def2-TZVPD.

Its HOMO energy is -7.26 eV. As for the LUMO energy: 0.04 eV. Its total charge is 0.

Element x y z (Å)
C -0.42 -0.59 -0.05
C 1.39 2.20 -0.26
H 1.88 -2.30 1.13
H 2.04 -0.41 0.02
H 0.22 -2.56 -0.91
H -0.81 1.14 0.35
H 2.34 2.55 -0.30
H 0.36 2.93 -0.46
H -2.97 0.81 -0.91
H -3.46 0.37 0.71
N 1.79 -1.60 0.06
N 0.35 -1.50 -0.31
N 0.09 0.51 0.30
N 1.38 0.91 0.21
N -1.80 -0.59 -0.05
N -2.58 0.52 0.11



Decreasing stability: i), ii)



i) C4H9O2P in the gas phase. Source: OMol25; level of theory: wB97M-V/def2-TZVPD.

The SMILES is C[C@H]1CO[P@H](=O)C1. Its HOMO energy is -10.39 eV. As for the LUMO energy: 0.87 eV. Its total charge is 0.

Element x y z (Å)
C 1.93 0.15 -0.38
C 0.39 0.04 -0.40
C 0.00 -1.30 0.25
O -1.38 -1.29 0.44
P -2.05 0.21 0.16
O -2.81 0.49 -1.03
C -0.44 1.11 0.32
H 2.39 1.17 -0.17
H 2.41 -0.32 -1.23
H 2.32 -0.35 0.45
H 0.02 0.13 -1.53
H 0.33 -2.25 -0.44
H 0.58 -1.49 1.13
H -2.99 0.36 1.31
H -0.18 1.27 1.38
H -0.52 2.08 -0.27



ii) 2 unconnected molecules or ions with the total composition C4H9O2P. Source: OMol25; level of theory: wB97M-V/def2-TZVPD.

The SMILES is [H]/P=C1/CCOC1.O. Its HOMO energy is -8.12 eV. As for the LUMO energy: 0.28 eV. Its total charge is 0.

Element x y z (Å)
H -2.37 -1.15 -1.24
P -2.29 -0.73 0.14
C -0.59 -0.54 0.04
C 0.33 0.02 1.08
C 1.69 0.09 0.37
O 1.70 -1.05 -0.41
C 0.33 -1.33 -0.92
H 0.38 -0.70 1.98
H 0.08 0.91 1.57
H 1.93 1.05 -0.06
H 2.46 -0.13 1.11
H 0.32 -2.42 -1.05
H 0.30 -0.78 -1.99
O -1.46 1.88 0.05
H -1.11 2.20 -0.77
H -1.71 2.66 0.10



iii) C4H9O2P in the gas phase. Source: OMol25; level of theory: wB97M-V/def2-TZVPD.

The SMILES is O[C@]1(P)CCOC1. Its HOMO energy is -9.30 eV. As for the LUMO energy: 0.82 eV. Its total charge is 0.

Element x y z (Å)
O 0.57 1.33 -1.06
C 0.11 0.70 0.07
P -0.08 1.99 1.52
C 1.05 -0.51 0.28
C 0.42 -1.61 -0.58
O -0.75 -0.98 -1.19
C -1.17 0.03 -0.40
H 1.12 0.76 -1.49
H -0.82 1.11 2.49
H -1.14 2.52 0.83
H 1.18 -0.81 1.36
H 2.02 -0.26 -0.11
H 0.99 -2.10 -1.29
H 0.04 -2.47 -0.02
H -1.66 -0.43 0.55
H -1.88 0.71 -0.95



Decreasing stability: i), iii), ii)



i) C2H3N3O2 in the gas phase. Source: OMol25; level of theory: wB97M-V/def2-TZVPD.

The SMILES is Nc1c[n+]([O-])no1. Its HOMO energy is -9.40 eV. As for the LUMO energy: 0.50 eV. Its total charge is 0.

Element x y z (Å)
N 1.78 -0.51 0.12
C 0.46 -0.26 0.03
C -0.27 0.88 0.03
N -1.69 0.37 -0.01
O -2.67 1.08 -0.01
N -1.66 -0.91 -0.06
O -0.37 -1.33 -0.03
H 2.43 0.21 -0.12
H 2.06 -1.47 -0.04
H -0.06 1.93 0.09



ii) A molecular structure, C2H3N3O2. Source: OMol25; level of theory: wB97M-V/def2-TZVPD.

Its HOMO energy is -9.54 eV. As for the LUMO energy: 0.30 eV. Its total charge is 0.

Element x y z (Å)
N -1.55 -0.37 -0.23
C -0.79 -1.03 0.63
N -0.78 -1.87 1.58
O 0.50 -1.04 0.81
C 1.91 0.94 -0.72
O 2.85 0.41 -1.14
N 0.88 1.54 -0.41
H -1.11 0.29 -0.86
H -2.55 -0.47 -0.22
H 0.63 1.60 0.57



iii) C2H3N3O2 in the gas phase. Source: OMol25; level of theory: wB97M-V/def2-TZVPD.

The SMILES is O=C1N[C@H]1/N=N/O. Its HOMO energy is -9.79 eV. As for the LUMO energy: 0.53 eV. Its total charge is 0.

Element x y z (Å)
O -0.11 -2.66 -0.17
C 0.34 -1.61 0.15
N 1.38 -0.80 0.19
C 0.16 -0.28 0.86
N -0.64 0.69 0.29
N -0.30 1.17 -0.80
O -1.18 2.05 -1.29
H 2.09 -0.46 -0.43
H 0.25 -0.18 1.93
H -1.99 2.09 -0.74



iv) C2H3N3O2 in the gas phase. Source: OMol25; level of theory: wB97M-V/def2-TZVPD.

The SMILES is [H]/N=C\N=N/C(=O)O. Its HOMO energy is -10.20 eV. As for the LUMO energy: -0.64 eV. Its total charge is 0.

Element x y z (Å)
H -1.31 -1.33 -0.13
N -1.25 -0.61 -0.86
C -1.31 0.56 -0.30
N -1.06 0.75 1.06
N 0.14 0.52 1.35
C 0.92 -0.27 0.38
O 1.06 -1.48 0.45
O 1.76 0.52 -0.32
H -1.34 1.46 -0.92
H 2.39 -0.12 -0.71



Decreasing stability: iv), ii), iii), i)